# 1
Density functional theory data (the ωB97M-V functional and the def2-TZVPD basis) for one molecule with the formula C4H6OS.

```
12
Properties=species:S:1:pos:R:3:forces:R:3:mulliken_charge:R:1
C -2.485 -0.214 0.084 -0.0098 -0.1790 -0.3794 -0.955
C -0.966 -0.195 -0.073 -0.1067 -0.2302 0.4244 0.242
C -0.010 -1.134 0.011 -0.7085 1.0119 -0.0067 -0.204
C 0.858 1.250 0.169 -0.1694 -1.5516 -0.0860 -0.280
H -2.785 0.360 0.999 0.4003 -0.6835 -0.6077 0.242
H -2.882 -1.265 0.120 0.3686 1.1117 0.0011 0.298
H -2.960 0.351 -0.762 0.4738 -0.6793 0.5800 0.271
H -0.236 -2.169 0.068 0.1248 -0.6688 0.1778 0.374
H 1.459 1.909 -0.465 -0.6991 0.0609 0.0235 0.289
H 0.856 1.578 1.220 0.1578 -0.1949 -0.2956 0.263
O -0.517 1.083 -0.249 1.1549 1.1949 0.0624 -0.392
S 1.644 -0.479 -0.021 -0.9866 0.8078 0.1061 -0.150
```
Forces are in eV/Å.

Values from the calculation:
orbital gap	8.67	eV
F_max	1.66	eV/Å
ΔE to the lowest compared entry with this formula, charge and spin	1.314	eV
E_LUMO	0.9	eV

***

# 2
Density functional theory data (the ωB97M-V functional and the def2-TZVPD basis) for C20H17Cl3N6O3S2V as an isolated structure.

```
52
Properties=species:S:1:pos:R:3:forces:R:3:lowdin_spin:R:1
V -0.017 0.092 -0.034 -0.1425 -0.5926 0.3138 1.880
N 0.008 -0.100 2.035 -0.4553 -0.4401 0.8952 0.007
N 1.338 0.227 2.380 0.4702 -0.0461 0.4298 0.004
C 2.274 0.001 1.329 1.1284 -0.1384 2.0768 0.007
O 3.418 -0.263 1.584 -0.1409 0.1267 -0.0547 -0.002
O 1.741 0.165 0.175 2.6074 0.2776 -1.3622 0.026
H -0.650 0.436 2.610 0.3033 -0.1033 -0.3133 0.003
H -0.193 -1.100 2.186 0.0982 0.3859 0.0780 0.003
H 1.664 -0.084 3.294 -0.1580 -0.0570 -0.3574 0.000
Cl -4.649 -0.074 -5.245 -0.1211 0.0116 -0.2311 -0.002
C -3.798 -0.031 -3.754 0.3578 0.0428 0.4119 -0.004
C -2.404 -0.003 -3.763 -0.1329 0.0236 0.0024 0.002
C -1.748 0.011 -2.550 -1.3868 -0.0559 0.5689 0.002
Cl -0.035 0.064 -2.395 0.7875 -0.0011 -1.3322 0.018
C -2.420 -0.028 -1.313 -1.2681 -0.0229 -1.9115 0.011
O -1.745 -0.095 -0.208 -2.8347 -0.5222 1.1388 0.023
C -3.829 -0.010 -1.355 0.7879 0.0382 -0.2004 -0.004
Cl -4.672 0.043 0.136 -0.2098 -0.0407 0.2444 0.000
C -4.509 -0.014 -2.558 0.1866 0.0036 -0.1138 0.002
H -1.856 0.009 -4.691 0.0150 -0.0017 -0.1039 0.000
H -5.587 -0.002 -2.553 -0.0987 -0.0191 -0.0826 0.000
N -2.964 9.597 3.834 -0.1614 0.3639 0.2241 0.000
C -2.559 8.685 3.272 -0.0992 0.2131 0.1246 0.000
C -2.059 7.554 2.579 0.2520 -0.7193 -0.3623 0.000
C -1.220 7.715 1.479 -0.0880 -0.0662 0.1420 0.000
C -0.730 6.611 0.809 0.0059 -0.3984 -0.0257 0.000
C -1.055 5.322 1.235 -0.4040 0.8098 0.4767 0.000
C -1.899 5.166 2.333 0.1437 -0.1449 -0.1637 0.000
C -2.402 6.268 2.996 0.0856 0.1829 -0.1230 0.000
N -0.517 4.188 0.579 0.0406 -0.6779 -0.1159 0.004
C 0.524 4.181 -0.313 0.4541 -0.2602 -0.4414 0.000
C 0.756 2.884 -0.654 0.3350 0.8223 -0.1342 0.005
N -0.125 2.091 0.018 -0.2747 0.9991 0.2214 -0.001
C -0.878 2.896 0.743 -0.3152 -0.0852 0.1256 0.011
H -0.952 8.709 1.158 0.0185 0.0538 -0.0713 0.000
H -0.096 6.766 -0.047 0.0868 0.0139 -0.1228 0.000
H -2.160 4.183 2.690 -0.0190 -0.0755 0.0583 0.000
H -3.053 6.141 3.847 -0.0423 -0.0391 0.0599 0.000
H 1.029 5.068 -0.630 0.0761 0.1682 -0.0036 0.000
H 1.504 2.484 -1.318 0.0075 0.0186 0.0605 0.000
H -1.703 2.559 1.345 -0.0399 0.0898 0.0399 0.001
S 0.723 -2.455 -0.201 0.5232 0.0054 -0.1725 -0.002
C 0.203 -4.023 -0.029 -0.3950 -0.6325 -0.0526 0.002
N 0.801 -5.043 -0.646 -0.0262 0.4627 0.0375 0.002
C 0.481 -6.390 -0.221 0.1230 -0.4225 0.1707 0.000
C -0.875 -6.323 0.479 -0.3004 0.2158 0.0335 0.000
S -1.109 -4.576 0.980 0.3275 0.0284 -0.1268 0.001
H 1.618 -4.870 -1.218 -0.0901 0.1234 0.0807 0.000
H 1.262 -6.748 0.462 -0.1440 0.0294 -0.0923 0.000
H 0.447 -7.059 -1.086 0.0005 0.1056 0.1373 0.000
H -0.916 -6.941 1.373 0.0404 -0.0300 -0.0801 0.000
H -1.701 -6.590 -0.178 0.0852 -0.0233 -0.0016 0.000
```
Forces are in eV/Å.

Values from the calculation:
spin multiplicity	3
orbital gap (alpha / beta)	8.04 / 8.22	eV
F_max	3.10	eV/Å
ΔE to the lowest compared entry with this formula, charge and spin	1.478	eV
charge	+1
E_LUMO (alpha / beta)	-3.1 / -2.9	eV

***

# 3
Density functional theory data (the ωB97M-V functional and the def2-TZVPD basis) for C36H55N7O8S2SiSr as an isolated structure.

```
110
Properties=species:S:1:pos:R:3:forces:R:3:mulliken_charge:R:1
Sr 13.722 15.012 10.690 -0.4196 0.2287 -0.0072 1.682
O 17.488 10.460 8.963 -0.3133 -0.7298 -0.4329 -0.757
C 16.643 9.980 9.855 -0.0059 -0.5698 0.5288 0.223
C 16.413 8.584 9.947 0.0429 0.7245 0.8878 -0.755
C 15.617 8.120 10.998 0.0842 -0.3353 0.0105 -0.522
C 14.996 8.990 11.911 0.0312 -0.2042 -0.2317 -0.470
C 15.123 10.373 11.769 0.8035 -0.8036 -0.5258 0.260
C 15.964 10.859 10.759 -1.0893 0.5963 -0.4619 -0.168
C 15.870 12.321 10.430 0.3782 1.4203 -0.0802 0.542
O 14.963 13.069 11.004 1.3973 -1.3373 -0.6059 -0.761
N 16.752 12.702 9.486 -0.5561 -0.5204 1.2475 -0.122
N 16.796 13.952 8.940 -0.1474 -0.1772 -0.2144 -0.922
C 16.744 15.007 9.722 -0.7829 0.8494 0.1415 -1.348
C 16.400 16.280 9.117 0.7203 -1.3473 0.5105 1.012
C 16.982 16.721 7.932 -0.3206 1.3091 -1.3732 -0.709
C 16.499 17.886 7.359 0.6185 -0.8994 -0.0031 -0.295
C 15.474 18.605 7.978 -1.2998 0.5940 1.7445 -0.883
C 14.966 18.135 9.215 1.1898 -0.2272 -1.4835 -0.522
N 15.378 16.960 9.722 -0.7751 0.9069 0.7905 0.213
H 17.237 11.517 8.961 0.4347 0.6195 0.1776 0.398
H 16.938 7.918 9.260 -0.2443 0.1671 0.1621 0.353
H 15.494 7.029 11.125 -0.0394 0.6081 -0.0805 0.296
H 14.365 8.567 12.685 0.0011 0.0307 0.0511 0.444
H 14.615 11.074 12.424 0.0367 -0.0098 -0.2498 0.063
H 16.768 15.013 10.823 -0.2788 -0.4346 -0.2292 0.730
H 17.798 16.215 7.419 -0.2057 -0.2475 0.4449 0.439
H 16.937 18.243 6.439 0.0576 0.0982 -0.1808 0.382
H 15.056 19.523 7.568 0.2045 -0.1521 -0.0125 0.357
H 14.218 18.702 9.775 0.0275 -0.3196 -0.1515 0.470
O 11.363 13.674 10.705 -0.7322 -0.2581 -0.0641 -0.536
N 11.208 13.506 9.425 -3.0065 -0.1773 4.7758 1.077
O 10.080 13.221 8.992 1.2412 0.1015 -0.4395 -0.682
O 12.215 13.667 8.829 2.9910 0.4852 -4.1900 -0.687
S 11.843 17.324 11.982 1.6872 -0.3118 0.3520 -0.533
C 10.207 17.170 11.590 -2.6228 1.0263 -0.8818 0.482
C 9.480 15.961 11.396 0.2863 1.0881 0.1870 -0.517
C 8.173 15.964 10.901 0.1025 -0.1431 -0.0116 -0.522
C 7.546 17.145 10.559 0.1157 1.1587 0.0995 -0.358
C 8.210 18.380 10.805 -0.5581 -1.0954 -0.0795 -0.386
C 9.479 18.408 11.343 -0.1490 -1.5602 -0.1131 -0.682
H 9.978 15.027 11.580 0.0881 -0.1736 0.0145 0.352
H 7.655 15.011 10.751 0.2732 0.2709 0.0028 0.311
H 6.553 17.172 10.109 0.1726 -0.1588 0.1408 0.322
H 7.693 19.303 10.563 0.0469 0.0591 0.0314 0.304
H 9.919 19.370 11.533 0.4889 0.0775 0.0746 0.322
C 12.209 11.300 14.444 0.8015 -0.3057 -0.9198 -1.311
C 12.257 11.471 15.950 1.7288 1.6375 -0.7978 1.941
C 12.611 10.242 16.749 -0.3141 -1.0042 -0.6850 -1.501
C 11.065 12.284 16.394 0.1747 -0.4288 0.6653 -1.828
O 13.453 12.393 16.139 -1.9808 -1.0859 0.3559 0.214
Si 14.945 12.170 16.606 1.2726 2.1025 -2.2460 -1.252
S 15.639 14.088 14.996 1.4550 -1.6558 0.3885 -0.170
O 15.331 12.718 18.045 0.6603 -0.2616 0.9511 0.225
C 15.143 13.811 19.023 0.2363 -0.3700 -2.0281 1.853
C 14.229 14.857 18.360 0.9167 0.1948 0.8962 -1.397
C 16.533 14.350 19.294 0.8274 0.8209 -0.4516 -1.615
C 14.578 13.136 20.219 -1.1409 -0.0284 1.1312 -1.742
O 15.767 10.874 16.107 0.0862 0.2899 0.4312 0.372
C 17.163 10.227 15.999 -2.6768 0.5764 0.1141 1.800
C 17.916 11.086 15.025 0.1787 1.2405 0.2860 -1.328
C 16.795 8.861 15.468 0.1223 -0.7199 -0.0876 -1.498
C 17.679 10.151 17.423 0.8869 -0.0682 0.0081 -1.412
H 11.514 10.515 14.165 -0.3339 -0.0724 -0.0658 0.482
H 13.201 10.987 14.034 -0.7009 0.2215 0.4871 -0.072
H 11.933 12.238 13.911 0.1404 -0.6205 0.5368 0.386
H 11.856 9.452 16.707 -0.1862 0.1760 -0.0638 0.490
H 12.786 10.466 17.780 -0.0358 0.3746 0.8083 0.366
H 13.531 9.785 16.370 -0.1161 0.1600 -0.1535 0.170
H 10.172 11.688 16.240 -0.2918 -0.1024 0.0426 0.432
H 10.967 13.194 15.806 0.1764 0.0187 0.0826 0.367
H 11.170 12.509 17.460 -0.2008 0.1542 -0.0751 0.366
H 14.681 15.369 17.510 0.1261 -0.4272 -0.0637 0.260
H 14.072 15.613 19.109 -0.2956 0.5546 0.4327 0.549
H 13.276 14.464 18.079 -0.5498 -0.4479 -0.2415 0.201
H 16.928 14.795 18.348 -0.1759 -0.3441 0.7484 0.312
H 17.228 13.573 19.640 -0.3056 -0.0364 -0.2459 0.325
H 16.565 15.131 20.078 -0.3664 -0.2384 -0.3961 0.421
H 13.647 12.615 19.977 0.0753 0.1015 -0.0096 0.298
H 14.364 13.841 21.029 -0.1048 0.2115 -0.2154 0.421
H 15.250 12.422 20.673 0.4096 -0.3328 -0.2462 0.349
H 17.354 11.271 14.094 0.1100 -0.2052 0.4545 0.224
H 18.860 10.632 14.776 0.4481 -0.3372 -0.1653 0.472
H 18.157 12.078 15.485 -0.2879 -0.6898 -0.3589 0.280
H 16.331 8.843 14.479 0.0716 0.4943 0.0554 0.173
H 16.100 8.345 16.155 0.4209 0.2418 -0.1480 0.326
H 17.714 8.279 15.374 0.0324 -0.1944 0.1271 0.436
H 17.544 11.098 17.945 0.0709 0.0263 -0.0940 0.146
H 18.753 9.894 17.426 -0.2943 0.1820 -0.0809 0.382
H 17.186 9.364 17.996 -0.2214 0.0781 -0.1176 0.337
N 14.259 15.777 13.290 0.9302 -0.6084 1.1691 0.442
C 14.489 15.070 14.319 -1.5423 1.3977 -0.1564 -0.666
H 13.634 16.585 13.466 -0.2396 -0.8053 -0.1863 0.071
C 19.228 19.032 13.768 -0.3526 0.7776 0.8749 -1.662
C 18.448 19.132 12.455 -0.1001 -0.3334 -0.2151 1.521
C 17.248 20.067 12.611 0.4511 0.2732 -0.3734 -1.740
C 19.386 19.643 11.339 0.4403 -0.1131 -0.4623 -1.659
N 17.976 17.849 11.972 0.5815 -1.0117 -0.6238 -0.080
N 17.096 17.093 12.778 -0.2771 0.5880 0.3594 -0.241
H 19.697 20.019 13.939 0.1711 -0.4763 0.0353 0.416
H 19.980 18.233 13.728 -0.1282 0.2652 0.0842 0.348
H 18.561 18.904 14.663 0.4925 -0.2545 -0.8059 0.343
H 17.668 21.049 12.768 -0.0579 0.6218 0.1537 0.507
H 16.558 19.868 13.425 0.1208 -0.3836 0.1899 0.302
H 16.680 20.090 11.688 -0.1157 -0.0653 -0.2111 0.346
H 19.884 20.600 11.567 -0.3253 -0.2330 0.2236 0.400
H 18.827 19.788 10.386 0.3456 -0.3405 0.6306 0.349
H 20.224 18.909 11.177 -0.8527 0.5111 0.0170 0.367
H 18.740 17.203 11.761 -0.0204 0.5897 -0.0528 0.227
H 16.164 17.281 12.430 -0.2273 -0.2467 0.1083 0.058
H 17.145 17.414 13.746 -0.1182 -0.2597 -0.0766 0.203
```
Forces are in eV/Å.

Values from the calculation:
orbital gap (alpha / beta)	2.20 / 4.81	eV
F_max	5.65	eV/Å
ΔE to the lowest compared entry with this formula, charge and spin	3.256	eV
charge	-2
E_LUMO (alpha / beta)	3.1 / 3.1	eV